Formula: C60H59BaBrN3P2S2SbSi
Source: the OMol25 dataset
Level of theory: ωB97M-V/def2-TZVPD

**Max |F|**: 0.7 eV/A
**Total charge**: 0
**Highest occupied orbital energy**: -5.60 eV
**DFT total energy**: -7094.45789 Ha

Cartesian coordinates (Å):
Ba  -0.52279  0.65860  -0.68890
S  -1.57426  1.75963  1.86644
C  -3.07325  1.34792  1.06003
N  -3.23564  0.48165  0.08609
C  -4.56892  0.38847  -0.28171
C  -5.06619  -0.46658  -1.26357
C  -6.42039  -0.47178  -1.53006
C  -7.28964  0.37037  -0.82789
C  -6.81191  1.21909  0.15253
C  -5.44684  1.21978  0.42295
S  -4.54194  2.12883  1.58378
H  -4.38530  -1.11477  -1.79697
H  -6.81516  -1.13884  -2.28612
H  -8.34829  0.35490  -1.05025
H  -7.48622  1.86596  0.69802
N  -1.94534  -3.18503  -0.73739
P  -1.41090  -2.25120  0.61887
C  -2.66573  -2.58902  1.89242
C  -3.30009  -3.82617  1.99584
C  -4.22021  -4.05598  3.00438
C  -4.50135  -3.05742  3.92838
C  -3.86459  -1.83002  3.83733
C  -2.95232  -1.59102  2.81799
C  -0.06029  -3.28484  1.30405
C  0.13429  -4.61766  0.95279
C  1.11815  -5.36939  1.57726
C  1.90346  -4.79913  2.56987
C  1.71377  -3.47174  2.92532
C  0.74634  -2.71113  2.28399
P  -1.91763  -2.33074  -2.27164
C  -3.09725  -3.35884  -3.19947
C  -4.09247  -2.75112  -3.95666
C  -5.00053  -3.52043  -4.67422
C  -4.91760  -4.90213  -4.63082
C  -3.92330  -5.51934  -3.87985
C  -3.01474  -4.75327  -3.17122
C  -0.33842  -2.88666  -2.99705
C  0.79373  -3.04809  -2.20400
C  2.02006  -3.35118  -2.77786
C  2.13187  -3.47266  -4.15421
C  1.01059  -3.29975  -4.95330
C  -0.21635  -3.00693  -4.37988
H  -2.88501  -3.54412  -0.59215
H  -3.06482  -4.62553  1.30117
H  -4.71172  -5.01755  3.07691
H  -5.21572  -3.24052  4.72057
H  -4.07647  -1.04897  4.55601
H  -2.46417  -0.62648  2.74189
H  -0.47966  -5.05591  0.17565
H  1.26586  -6.40428  1.29611
H  2.66346  -5.38966  3.06514
H  2.31517  -3.03124  3.71050
H  0.60408  -1.67069  2.56507
H  -4.15659  -1.66968  -3.99284
H  -5.76976  -3.03847  -5.26314
H  -5.62594  -5.50298  -5.18640
H  -3.85234  -6.59906  -3.85736
H  -2.22831  -5.22932  -2.59765
H  0.73634  -2.95668  -1.12660
H  2.88703  -3.48902  -2.14462
H  3.09014  -3.69325  -4.60544
H  1.09210  -3.38957  -6.02874
H  -1.08315  -2.87558  -5.01789
Br  -3.77537  5.59469  -5.31874
C  -3.06266  4.43853  -4.01687
C  -2.14843  4.91397  -3.09259
C  -1.64492  4.01751  -2.16493
N  -1.99566  2.73405  -2.12079
C  -2.88268  2.30071  -3.01420
C  -3.44907  3.10972  -3.98440
H  -1.83090  5.94611  -3.09269
H  -0.92141  4.34873  -1.42867
H  -3.16174  1.25316  -2.95167
H  -4.16456  2.71199  -4.68874
C  3.48874  0.24119  -2.94714
Si  1.78682  1.12516  -2.98309
C  2.34755  2.95432  -3.16334
C  1.13570  0.73574  -4.74952
H  4.06684  0.43551  -3.85836
H  3.39141  -0.84229  -2.83926
H  4.07483  0.60667  -2.09953
H  3.08648  3.08306  -3.96332
H  2.80265  3.31415  -2.23601
H  1.50092  3.61236  -3.38845
H  1.90748  0.87870  -5.51483
H  0.29545  1.39232  -5.00095
H  0.77451  -0.29362  -4.82905
C  4.59312  3.25827  4.06122
C  4.65505  1.76401  4.21175
C  5.51884  1.21311  5.15620
C  5.64467  -0.15780  5.32317
C  4.90030  -1.01814  4.53340
C  4.03370  -0.48477  3.59007
C  3.89496  0.89053  3.42319
Sb  2.48886  1.50714  1.94399
C  3.82168  2.72976  0.78737
C  3.60850  4.06619  0.46300
C  4.46941  4.76175  -0.37227
C  5.56539  4.11473  -0.91479
C  5.77249  2.77672  -0.62781
C  4.91573  2.06326  0.20732
C  5.20650  0.60296  0.43662
C  1.30744  2.60220  3.40280
C  1.12151  1.79546  4.53020
C  0.28451  2.16635  5.56950
C  -0.39727  3.36877  5.49602
C  -0.23957  4.16645  4.37799
C  0.59305  3.80083  3.32160
C  0.66688  4.72457  2.14082
H  5.12464  3.74576  4.87796
H  3.56383  3.62006  4.06146
H  5.04828  3.57558  3.12066
H  6.10781  1.88128  5.77408
H  6.32838  -0.54944  6.06543
H  4.99303  -2.09121  4.64508
H  3.46319  -1.15619  2.95661
H  2.75949  4.59086  0.86553
H  4.26731  5.79821  -0.61032
H  6.24761  4.64050  -1.56991
H  6.61212  2.25690  -1.07424
H  5.91559  0.24193  -0.30706
H  4.30623  -0.01241  0.34801
H  5.62885  0.42548  1.42683
H  1.64248  0.84823  4.61478
H  0.16464  1.51291  6.42421
H  -1.06187  3.67565  6.29330
H  -0.78985  5.09711  4.30519
H  -0.15345  5.44108  2.16349
H  0.59974  4.17600  1.19770
H  1.59735  5.29314  2.14550

Formula: C22H20AsKN2SSe4
Source: the OMol25 dataset
Level of theory: ωB97M-V/def2-TZVPD

**Max |F|**: 0.9 eV/A
**Total charge**: -2
**Highest occupied orbital energy**: -0.78 eV
**DFT total energy**: -13799.61373 Ha

Cartesian coordinates (Å):
K  -0.38522  -0.79265  0.74734
S  -2.72881  -1.32284  -0.96808
C  -4.26179  -0.65776  -0.50398
C  -5.42652  -1.43270  -0.40513
C  -6.62060  -0.86353  0.00493
C  -6.69371  0.49268  0.30182
C  -5.55706  1.28245  0.16824
C  -4.34900  0.72774  -0.22770
As  -2.64903  1.64272  -0.48604
C  -3.35632  3.47673  -0.22571
C  -3.87294  4.09721  -1.36423
C  -4.34921  5.39810  -1.32437
C  -4.30060  6.11568  -0.13615
C  -3.78645  5.51635  1.00384
C  -3.31706  4.20946  0.95732
C  -1.94054  1.43353  1.32312
C  -0.72174  2.05225  1.61207
C  -0.15916  1.96756  2.87643
C  -0.80158  1.24395  3.87062
C  -2.00687  0.61468  3.59605
C  -2.56872  0.70865  2.33013
H  -5.36969  -2.48584  -0.65050
H  -7.50902  -1.48139  0.09041
H  -7.62942  0.93280  0.62731
H  -5.61859  2.34548  0.37816
H  -3.90984  3.53267  -2.29136
H  -4.75536  5.86287  -2.21568
H  -4.67149  7.13352  -0.09702
H  -3.75746  6.06966  1.93602
H  -2.93009  3.75017  1.85964
H  -0.21732  2.61326  0.82989
H  0.78490  2.45269  3.08720
H  -0.35450  1.15404  4.85086
H  -2.50744  0.04444  4.36896
H  -3.51187  0.21332  2.12581
Se  1.32508  -1.58707  3.32650
Se  3.07627  -0.25834  2.61725
Se  2.68830  0.28040  0.40420
Se  4.12756  -0.79324  -1.04226
C  1.31832  -0.94158  -3.51222
N  0.51079  0.25534  -3.42191
C  -0.63988  0.48953  -4.12624
C  -1.07518  1.72363  -3.74044
N  -0.22207  2.25208  -2.80997
C  0.71314  1.34592  -2.64123
H  1.82498  -0.99118  -4.47878
H  0.68449  -1.82160  -3.39559
H  2.07542  -0.94433  -2.72518
H  -1.03846  -0.23097  -4.81963
H  -1.94556  2.26721  -4.07150
H  1.58441  1.45628  -2.01311

Formula: C19H13FN2O2S2
Source: the OMol25 dataset
Level of theory: ωB97M-V/def2-TZVPD

**SMILES**: O=C(c1cccs1)N(Cc1ccco1)c1nc(-c2ccc(F)cc2)cs1
**Max |F|**: 1.7 eV/A
**Total charge**: 0
**Highest occupied orbital energy**: -8.06 eV
**DFT total energy**: -1888.05890 Ha

Cartesian coordinates (Å):
O  1.52421  3.84030  1.44169
C  1.58148  2.80715  0.80952
C  2.86209  2.22222  0.39246
C  3.97105  2.90383  -0.02581
C  5.08871  2.06826  -0.21297
C  4.82662  0.77129  0.09855
S  3.20724  0.53309  0.60819
N  0.44087  2.08835  0.50340
C  -0.77199  2.34895  1.27506
C  -1.12040  1.17135  2.12212
C  -0.36697  0.42093  2.97706
C  -1.22240  -0.59604  3.46558
C  -2.42748  -0.38421  2.87295
O  -2.37348  0.68156  2.05616
C  0.34256  1.14956  -0.48837
N  -0.50095  0.18682  -0.47207
C  -0.49041  -0.55079  -1.62026
C  -1.38537  -1.69515  -1.72696
C  -1.46194  -2.46944  -2.88472
C  -2.32181  -3.54806  -2.95286
C  -3.10735  -3.84850  -1.85404
F  -3.94766  -4.90239  -1.91927
C  -3.05460  -3.09848  -0.69260
C  -2.19149  -2.02304  -0.63544
C  0.40253  -0.10504  -2.55448
S  1.25163  1.28508  -2.00217
H  3.96573  3.96354  -0.20422
H  6.04581  2.41771  -0.55509
H  5.49208  -0.06854  0.06566
H  -0.55742  3.23500  1.88093
H  -1.60553  2.55717  0.59953
H  0.66360  0.57293  3.22492
H  -0.97026  -1.37093  4.15964
H  -3.36673  -0.89476  2.95168
H  -0.85001  -2.22991  -3.73980
H  -2.39094  -4.15480  -3.84197
H  -3.68163  -3.36144  0.14458
H  -2.12656  -1.41948  0.25493
H  0.62719  -0.50406  -3.52151

Formula: CH2BrNO4
Source: the OMol25 dataset
Level of theory: ωB97M-V/def2-TZVPD

**SMILES**: O=[N+]([O-])C(O)(O)Br
**Max |F|**: 3.1 eV/A
**Total charge**: 0
**Highest occupied orbital energy**: -10.71 eV
**DFT total energy**: -2968.91660 Ha

Cartesian coordinates (Å):
O  0.08589  -1.42234  1.23038
N  0.33379  -1.07103  0.08811
O  0.74683  -1.73699  -0.80831
C  -0.02801  0.39128  -0.21639
O  -0.76088  0.69402  0.86085
O  -0.47638  0.61099  -1.47529
Br  1.89107  1.06709  0.12221
H  -0.76168  0.03273  1.60615
H  -1.03064  1.43426  -1.40770

Formula: C4H7N3
Source: the OMol25 dataset
Level of theory: ωB97M-V/def2-TZVPD

**SMILES**: Nc1c[nH]c(N)c1
**Max |F|**: 3.3 eV/A
**Total charge**: 0
**Highest occupied orbital energy**: -7.96 eV
**DFT total energy**: -320.81732 Ha

Cartesian coordinates (Å):
N  2.47358  -0.19161  0.00459
C  1.04554  -0.11032  -0.00230
C  0.71176  1.19791  0.04590
N  -0.67432  1.26120  0.03631
C  -1.17852  -0.03562  -0.01266
N  -2.58910  -0.23556  -0.02458
C  -0.12246  -0.92235  -0.03941
H  2.90795  -0.47609  -0.85571
H  2.90392  -0.53285  0.84718
H  1.82329  1.51803  0.07544
H  -1.31099  2.04553  0.06171
H  -2.88831  -0.75541  -0.84491
H  -2.90253  -0.76294  0.78595
H  -0.19982  -1.99993  -0.07751

Formula: C6H14MnN2SSbSe4
Source: the OMol25 dataset
Level of theory: ωB97M-V/def2-TZVPD

**Max |F|**: 1.8 eV/A
**Total charge**: -1
**Highest occupied orbital energy (alpha / beta)**: -3.78 / -3.76 eV
**<S²>**: 8.7681
**DFT total energy**: -11741.85975 Ha
**2S+1**: 6

Cartesian coordinates (Å):
Mn  -1.78866  0.19466  -0.09093
C  0.73428  -1.91427  0.23401
C  1.48995  -1.00443  1.19863
N  0.67251  0.09885  1.63892
C  1.25154  1.40925  1.71920
C  1.46744  2.04905  0.34368
S  0.01169  1.95918  -0.73162
C  0.59871  0.95889  -2.10768
C  0.94478  -0.49594  -1.76136
N  0.04654  -1.16460  -0.81193
H  -0.03630  -2.44995  0.79325
H  1.43082  -2.65845  -0.17816
H  2.39516  -0.60707  0.72823
H  1.84123  -1.63028  2.03124
H  0.05209  -0.12184  2.40164
H  2.22201  1.44515  2.24326
H  0.55656  2.03078  2.28740
H  2.29475  1.57563  -0.18870
H  1.72353  3.10171  0.46569
H  1.47790  1.43981  -2.53931
H  -0.21695  1.00964  -2.83185
H  1.95950  -0.51533  -1.35668
H  0.98496  -1.06196  -2.69805
H  -0.57996  -1.77251  -1.32607
Se  -5.31207  -2.64369  0.04474
Sb  -4.48236  -0.40315  0.13876
Se  -3.14217  -0.05633  -2.08453
Se  -2.74479  -0.30362  2.06454
Se  -5.85269  1.53086  0.37366

Formula: C6H16O
Source: the OMol25 dataset
Level of theory: ωB97M-V/def2-TZVPD

**SMILES**: CC(C)C.CCO
**Max |F|**: 3.7 eV/A
**Total charge**: 0
**Highest occupied orbital energy**: -10.27 eV
**DFT total energy**: -313.37263 Ha

Cartesian coordinates (Å):
C  0.52763  -1.36204  -1.11803
C  1.35470  -0.20999  -0.46684
C  1.73794  -0.57565  0.97610
C  2.72177  -0.00885  -1.15983
H  1.28298  -1.95899  -1.65533
H  -0.02421  -1.02308  -2.00194
H  0.17198  -1.98407  -0.29818
H  0.83986  0.73945  -0.62020
H  1.01345  -0.40021  1.77503
H  1.93762  -1.64815  0.91585
H  2.58892  -0.00167  1.37638
H  2.64034  0.38680  -2.18502
H  2.99845  0.93802  -0.68794
H  3.34441  -0.88869  -1.12863
C  -2.89279  0.54989  -0.00205
C  -2.40892  1.58652  0.95559
O  -1.95202  1.03049  2.17323
H  -2.06893  -0.13744  -0.29560
H  -3.38552  0.57960  -0.98215
H  -3.44952  -0.25989  0.45330
H  -1.50173  2.03875  0.51860
H  -3.09705  2.42911  1.11781
H  -2.37937  0.18009  2.33984

Formula: C5H8O2
Source: the OMol25 dataset
Level of theory: ωB97M-V/def2-TZVPD

**Max |F|**: 2.6 eV/A
**Total charge**: 0
**Highest occupied orbital energy (alpha / beta)**: -7.22 / -7.50 eV
**DFT total energy**: -345.61681 Ha

Cartesian coordinates (Å):
C  2.67664  -0.05794  -0.00807
C  1.27768  -0.08794  0.43904
O  0.38554  0.62605  -0.18338
C  -0.87120  0.50170  0.18450
C  -2.03134  0.86798  -0.66352
O  -2.69932  -0.35881  -0.30816
C  -1.55695  -0.80281  0.43470
H  3.37733  -0.88913  0.15412
H  2.61710  0.07369  -1.08014
H  3.22858  0.80536  0.36829
H  1.00585  -0.60081  1.34437
H  -2.62698  1.72322  -0.33861
H  -1.82753  0.92604  -1.73668
H  -1.04965  -1.66687  -0.04284
H  -1.84149  -1.06058  1.45844

Formula: C23H27N3OS
Source: the OMol25 dataset
Level of theory: ωB97M-V/def2-TZVPD

**SMILES**: CCC1=Nc2cc(C(=O)NCCN3CCCC3)ccc2Sc2ccc(C)cc21
**Max |F|**: 1.0 eV/A
**Total charge**: 0
**Highest occupied orbital energy**: -7.84 eV
**DFT total energy**: -1530.34861 Ha

Cartesian coordinates (Å):
C  -3.17002  -3.64911  -1.44245
C  -4.08345  -2.55016  -0.92060
C  -3.34797  -1.28183  -0.60048
N  -2.08767  -1.26188  -0.72711
C  -1.25332  -0.18643  -0.57801
C  -0.05989  -0.37508  0.12301
C  0.88605  0.63395  0.20571
C  2.16242  0.47022  0.96248
O  2.68293  1.38560  1.57284
N  2.70665  -0.76635  0.88467
C  3.97686  -1.10337  1.48028
C  5.03919  -1.55954  0.45229
N  5.64986  -0.55971  -0.38387
C  6.34761  0.52812  0.29440
C  5.57180  1.80097  -0.04289
C  5.12740  1.51154  -1.47381
C  4.81839  0.01122  -1.44315
C  0.65584  1.85237  -0.42936
C  -0.51025  2.05033  -1.14149
C  -1.46172  1.04793  -1.20970
S  -2.96579  1.33715  -2.12524
C  -4.07810  1.09763  -0.74663
C  -4.86505  2.15650  -0.32415
C  -5.73854  1.98822  0.73175
C  -5.83251  0.76401  1.38679
C  -6.75978  0.60006  2.55136
C  -5.04841  -0.29038  0.94486
C  -4.17069  -0.14720  -0.12594
H  -3.74846  -4.53848  -1.67991
H  -2.42211  -3.90187  -0.69624
H  -2.65391  -3.31358  -2.33740
H  -4.60703  -2.88965  -0.02293
H  -4.85109  -2.30885  -1.66227
H  0.07728  -1.31955  0.62940
H  2.25247  -1.47206  0.32655
H  3.83104  -1.91198  2.20654
H  4.31293  -0.21143  2.01245
H  4.59411  -2.31227  -0.20644
H  5.84432  -2.04482  1.01348
H  7.36305  0.58890  -0.11905
H  6.42849  0.34666  1.36640
H  4.70461  1.90340  0.61020
H  6.18178  2.69845  0.03863
H  5.94633  1.71254  -2.16577
H  4.26139  2.09700  -1.77716
H  5.06782  -0.47260  -2.39469
H  3.75311  -0.15155  -1.25417
H  1.39836  2.63124  -0.35333
H  -0.69868  2.98721  -1.64321
H  -4.78725  3.10508  -0.83271
H  -6.35193  2.81570  1.05679
H  -6.36354  1.12632  3.41979
H  -7.73692  1.02198  2.32443
H  -6.88048  -0.44827  2.81199
H  -5.10752  -1.24229  1.45308

Formula: C11H8LuNO5
Source: the OMol25 dataset
Level of theory: ωB97M-V/def2-TZVPD

**Max |F|**: 10.5 eV/A
**Total charge**: +2
**Highest occupied orbital energy (alpha / beta)**: -15.60 / -15.60 eV
**DFT total energy**: -2089.62063 Ha

Cartesian coordinates (Å):
O  -0.96847  -5.40030  -3.72296
C  -1.28233  -4.68322  -2.87536
Lu  -1.26670  0.17816  -1.59782
O  2.01998  -1.23873  -0.59691
C  0.98642  -0.76942  -0.85746
C  1.01250  1.52559  -2.29568
O  2.01922  1.72381  -1.59672
C  0.95947  1.97423  -3.53242
O  0.80253  2.70395  -4.44452
C  0.14788  -0.85289  -3.23830
O  0.95292  -1.38507  -3.88414
H  -2.89470  -0.19927  -1.19861
N  -1.15756  1.51048  0.34538
C  -0.60010  0.88071  1.52037
C  -1.23960  -0.24191  2.03734
C  -0.55612  -0.96353  3.04114
C  0.72123  -0.51902  3.46094
C  1.30947  0.64925  2.93066
C  0.64296  1.34669  1.92149
H  -2.16033  1.58646  0.36757
H  -0.75514  2.38911  0.04692
H  -2.23030  -0.50481  1.65922
H  -1.05037  -1.83465  3.49121
H  1.24262  -1.11961  4.19994
H  2.27998  0.97653  3.31842
H  1.06455  2.26745  1.50031